No. 1
ORCA calculation (ωB97M-V/def2-TZVPD) on one molecule with the formula C4H3NO3.

As for the spin multiplicity: 1. For the HOMO energy, the calculation gives -9.63 eV. The value obtained for the relative energy (zero: lowest compared OMol25 entry of this formula, charge and spin) is 85.1 kcal per mole. The SMILES is O=C1OC=N/C1=C\O. The frontier orbital gap is 0.3243 Eh.

```
11
Properties=species:S:1:pos:R:3:nbo_charge:R:1
C 1.57918 0.63776 0.15504 0.2260
C 0.40602 0.00585 0.42046 -0.1521
C -1.18655 -1.48046 -0.25560 0.3523
C -0.88345 0.69961 0.05064 0.7241
H 2.37709 -1.00130 -0.19023 0.4941
H 1.89582 1.60474 -0.21845 0.2390
H -1.71477 -2.41574 -0.44617 0.2225
N 0.09107 -1.50492 0.36048 -0.4445
O 2.77644 -0.02878 -0.30253 -0.6515
O -1.83941 -0.21244 -0.14860 -0.4507
O -1.27289 1.88750 -0.03533 -0.5592
```

No. 2
ORCA calculation (ωB97M-V/def2-TZVPD) on C34H32ClN2O3OsSi as an isolated structure.

As for the charge: +1. As for the spin multiplicity: 1. For the HOMO energy, the calculation gives -10.66 eV. The value obtained for the relative energy (zero: lowest compared OMol25 entry of this formula, charge and spin) is 0.0 kcal per mole. The frontier orbital gap is 0.2669 Eh.

```
74
Properties=species:S:1:pos:R:3:mulliken_charge:R:1
Os 0.10698 0.03417 -0.06184 2.2711
N 1.92768 0.29909 0.97558 -0.4818
C 2.21509 0.96430 2.22899 0.9287
C 3.18969 0.41475 3.04524 -0.6865
C 3.54521 1.06651 4.21409 -0.6916
C 2.91302 2.25615 4.53746 -1.0219
C 1.92546 2.77202 3.71809 -1.1181
C 1.54357 2.13915 2.52921 0.6553
C 0.32396 2.57076 1.79664 0.5469
C -0.16264 3.85197 2.07874 -0.7413
C -1.44731 4.24272 1.75446 -0.9832
C -2.29158 3.33243 1.14615 -0.9286
C -1.79259 2.09780 0.76793 -0.1534
C -0.48223 1.69396 1.02276 0.5069
H 2.36984 -0.61951 0.98362 0.4497
H 2.46305 0.78835 0.25613 0.5002
H 3.67872 -0.50940 2.75929 0.4179
H 4.30637 0.64971 4.85868 0.4193
H 3.16595 2.76831 5.45582 0.4177
H 1.39316 3.65257 4.04183 0.3321
H 0.48011 4.55585 2.58713 0.5061
H -1.78723 5.24167 1.99215 0.4122
H -3.31768 3.59382 0.92271 0.4735
H -2.43745 1.43365 0.20138 0.5235
C -0.41380 0.27692 4.01698 -1.1616
Si -1.06837 -1.13235 2.99796 0.0652
C -0.24530 -2.64668 3.74315 -1.2059
C -2.92986 -0.95270 3.16429 -1.0754
N -0.76932 -1.17675 1.16320 0.9843
C -1.46510 -2.27091 0.51704 0.4699
C -2.16466 -3.27869 1.18153 -0.6119
C -2.80893 -4.29745 0.49737 -1.5457
C -2.77615 -4.35144 -0.88226 -0.8863
C -2.09108 -3.37291 -1.58389 -0.8748
C -1.45882 -2.37160 -0.87622 1.1030
O -0.73217 -1.37075 -1.51529 -0.7812
C -0.77776 -1.26474 -2.91997 -0.4896
C 0.23279 -1.84321 -3.65889 0.1905
C 0.21764 -1.66432 -5.03554 -0.8830
C -0.79660 -0.92962 -5.63394 -0.5759
C -1.80841 -0.37089 -4.86355 -0.9481
C -1.80625 -0.53667 -3.48559 0.0943
H -0.85528 0.05431 4.99499 0.6522
H -0.77540 1.25557 3.71647 0.3119
H 0.66292 0.29425 4.16349 0.2333
H -0.23379 -2.52239 4.82851 0.3767
H 0.80053 -2.66528 3.42277 0.3178
H -0.67063 -3.62059 3.52317 0.4121
H -3.13354 -0.61459 4.18276 0.4172
H -3.55089 -1.82165 2.96905 0.4281
H -3.25717 -0.14896 2.49882 0.2657
H -2.22995 -3.29367 2.25249 0.3927
H -3.34151 -5.05238 1.05896 0.4281
H -3.27828 -5.14515 -1.41729 0.4383
H -2.04626 -3.39211 -2.66293 0.5849
H 1.01839 -2.39523 -3.16157 0.5738
H 1.00462 -2.09475 -5.64001 0.4664
H -0.79875 -0.79245 -6.70657 0.4634
H -2.60203 0.19297 -5.33439 0.4579
H -2.57850 -0.10952 -2.85835 0.5369
Cl 3.25059 2.07912 -6.59198 -0.2049
C 2.76898 1.49213 -5.03736 0.1107
C 3.58992 0.57595 -4.36236 -0.6108
C 3.23644 0.07447 -3.13589 -0.4407
C 2.02649 0.46186 -2.52280 0.2319
O 1.70828 -0.08302 -1.37985 -0.7290
C 1.22290 1.40670 -3.19866 1.1039
C 0.00175 1.85951 -2.62847 -0.4132
O -0.47536 1.52296 -1.53204 -0.7875
C 1.60363 1.91025 -4.46034 -1.2236
H 4.51382 0.26078 -4.82946 0.4499
H 3.86740 -0.64222 -2.62809 0.4928
H -0.58304 2.59207 -3.19600 0.3632
H 0.96670 2.62504 -4.96573 0.4773
```

No. 3
ORCA calculation (ωB97M-V/def2-TZVPD) on CH4O3 as an isolated structure.

As for the spin multiplicity: 1. For the HOMO energy, the calculation gives -10.67 eV. The value obtained for the relative energy (zero: lowest compared OMol25 entry of this formula, charge and spin) is 28.8 kcal per mole. The frontier orbital gap is 0.4143 Eh.

```
8
Properties=species:S:1:pos:R:3:nbo_charge:R:1
H 1.07730 0.35728 0.14859 0.5206
O 0.44947 1.01259 1.15041 -0.9542
O 0.88024 -0.55516 -0.71778 -0.6927
H 0.27011 1.79176 0.57533 0.4931
H -0.49378 0.31052 1.18304 0.5494
C -0.33544 -0.88565 -0.78726 0.6637
H -0.63244 -1.59041 -1.55568 0.1277
O -1.21546 -0.44092 0.00333 -0.7075
```

No. 4
ORCA calculation (ωB97M-V/def2-TZVPD) on C5H7NS2 as an isolated structure.

As for the spin multiplicity: 1. For the HOMO energy, the calculation gives -8.60 eV. The value obtained for the relative energy (zero: lowest compared OMol25 entry of this formula, charge and spin) is 168.4 kcal per mole. The frontier orbital gap is 0.2919 Eh.

```
15
Properties=species:S:1:pos:R:3:nbo_charge:R:1
C -1.51371 -0.14505 -0.42022 -0.6186
C -0.18493 0.11076 -0.06058 -0.1690
C 0.27756 -0.85359 1.08338 -0.0588
C 0.32922 -1.36761 2.27837 -0.2421
C 0.71093 -0.01839 -1.29793 -0.1781
H -2.41403 -0.56370 0.53562 0.2611
H -1.86733 0.96369 -0.85251 0.2248
H -1.62707 -1.00581 -1.37923 0.2902
H 1.23201 1.77224 0.37388 0.4092
H -0.64041 2.18272 0.09630 0.3910
H 0.59416 -1.53446 3.46282 0.2893
H 2.34548 -0.46483 -0.06855 0.0989
N 0.12983 1.38771 0.48171 -0.8200
S 2.46891 -0.25929 -1.28189 0.1793
S 0.15937 -0.20440 -2.95118 -0.0572
```

No. 5
ORCA calculation (ωB97M-V/def2-TZVPD) on one molecule with the formula C5H9N.

As for the spin multiplicity: 1. For the HOMO energy, the calculation gives -8.62 eV. The value obtained for the relative energy (zero: lowest compared OMol25 entry of this formula, charge and spin) is 69.4 kcal per mole. The SMILES is C/C=C/[C@H]1CN1. The frontier orbital gap is 0.3593 Eh.

```
15
Properties=species:S:1:pos:R:3:nbo_charge:R:1
C -2.55758 -0.19606 0.00500 -0.6465
C -1.12570 -0.36231 -0.01639 -0.1995
C -0.26017 0.68468 -0.09742 -0.2257
C 1.18834 0.54450 -0.29334 -0.1046
C 2.12892 -0.14789 0.71039 -0.2654
H -3.09080 0.91274 -0.09971 0.2175
H -2.86629 -0.84221 -0.96859 0.2250
H -3.06728 -0.57980 0.97684 0.2218
H -0.71133 -1.43339 0.03933 0.2232
H -0.60036 1.75815 0.01180 0.2088
H 1.83161 1.43654 -0.67208 0.1861
H 3.03904 0.36950 0.97255 0.1962
H 1.70337 -0.92148 1.45116 0.2058
H 2.56043 -0.53654 -1.36982 0.3568
N 1.82780 -0.68643 -0.64970 -0.5996
```

No. 6
ORCA calculation (ωB97M-V/def2-TZVPD) on an isolated ion of composition C5H15N2 and charge +1.

As for the charge: +1. As for the spin multiplicity: 1. For the HOMO energy, the calculation gives -12.33 eV. The value obtained for the relative energy (zero: lowest compared OMol25 entry of this formula, charge and spin) is 47.4 kcal per mole. The SMILES is NCCCCC[NH3+]. The frontier orbital gap is 0.3139 Eh.

```
22
Properties=species:S:1:pos:R:3:nbo_charge:R:1
C -0.13019 -0.29988 1.78923 -0.2500
C 0.98445 -0.38893 0.68788 -0.4306
C 0.46959 -1.37983 -0.47207 -0.3901
C -0.72786 -0.97831 -1.27311 -0.4456
C -0.91791 0.48688 -1.87601 -0.2115
N 0.41973 1.28206 -2.01571 -0.8826
N 0.12655 0.96677 2.47071 -0.6694
H -1.11097 -0.27849 1.41628 0.2234
H 0.04089 -1.19046 2.42935 0.2424
H 1.29504 0.67922 0.36134 0.2204
H 1.92359 -0.83675 1.12405 0.2286
H 0.21874 -2.30731 0.14930 0.2136
H 1.35815 -1.73962 -1.12544 0.2434
H -0.64886 -1.72935 -2.01746 0.2311
H -1.73861 -1.09649 -0.82287 0.2010
H -1.59450 0.99477 -1.21609 0.1723
H -1.34702 0.43259 -2.84588 0.2093
H 0.82190 1.27175 -2.93098 0.3821
H 0.21353 2.20836 -1.63402 0.3605
H -0.13634 1.72919 1.82255 0.4424
H -0.61976 1.07013 3.21744 0.4520
H 1.09984 1.10370 2.76151 0.4573
```